A molecular structure, C24H28Al3BeCl8F13MgN5O8 in a non-equilibrium geometry, computed with wB97M-V/def2-TZVPD.

Cartesian coordinates (Å):
C1 -0.5247 0.5296 1.0165
C2 -0.2491 2.0058 0.6744
F1 -1.3561 2.5623 0.0780
C3 1.0114 2.1971 -0.1958
O1 1.1839 1.2659 -1.2097
C4 0.2329 1.2929 -2.2687
O2 -0.6169 0.4609 -2.3727
C5 0.3522 2.3565 -3.3181
C6 -0.4074 3.4803 -3.2287
C7 -0.3271 4.4934 -4.1182
C8 0.5627 4.4031 -5.1506
C9 1.2970 3.2702 -5.2654
C10 1.2043 2.2459 -4.3776
N1 2.1860 1.9991 0.7150
C11 2.4298 3.1825 1.3641
N2 2.1744 3.3652 2.6733
N3 2.9071 4.1536 0.5781
C12 2.2314 4.0491 -0.7534
Cl1 1.9924 5.7506 -1.3012
C13 3.1003 3.3845 -1.8382
C14 4.3200 4.1665 -2.2387
O3 4.7256 4.0449 -3.3931
O4 4.9556 4.9412 -1.4017
O5 0.9649 3.5184 -0.6438
H1 -0.3581 -0.1591 0.1981
H2 -1.5036 0.4608 1.4751
H3 0.1909 0.2552 1.8004
H4 -0.1425 2.5537 1.6250
H5 -1.0874 3.5446 -2.3775
H6 -0.9771 5.3710 -3.9391
H7 0.6423 5.2336 -5.8349
H8 1.9804 3.2155 -6.1017
H9 1.7981 1.3504 -4.4929
H10 1.9782 1.2912 1.4165
H11 1.4089 3.9838 2.9036
H12 2.6452 2.8788 3.4232
H13 2.7363 5.0694 0.9953
H14 2.4827 3.3493 -2.7353
H15 3.3950 2.3662 -1.5800
H16 5.9060 4.8734 -1.6515
O6 0.3033 -3.4233 0.2059
C15 0.6156 -3.3850 -0.9758
N4 1.5479 -4.2235 -1.4824
C16 -0.0089 -2.4147 -1.9342
H17 1.8270 -4.2203 -2.4460
H18 1.9799 -4.8813 -0.8535
H19 0.1871 -1.4088 -1.5915
H20 -1.0846 -2.5831 -1.9637
H21 0.3880 -2.5239 -2.9429
C17 -2.2635 1.3511 4.8236
Cl2 -1.0936 2.0508 3.6682
Cl3 -1.6362 1.4227 6.4607
H22 -3.1846 1.9191 4.7700
H23 -2.4460 0.3179 4.5492
C18 -2.3200 -6.7798 1.8291
C19 -1.5439 -5.6464 1.6531
C20 -2.0673 -4.3510 2.0337
C21 -3.3273 -4.2637 2.5720
C22 -4.1089 -5.3706 2.7417
C23 -3.5907 -6.6617 2.3596
N5 -3.8175 -2.9385 2.9743
O7 -3.0686 -2.0038 2.7765
O8 -4.9116 -2.8753 3.4519
H24 -1.9344 -7.7499 1.5518
H25 -0.5502 -5.7227 1.2345
H26 -1.4622 -3.4612 1.8981
H27 -5.1042 -5.2903 3.1601
H28 -4.2038 -7.5425 2.4946
F2 -5.2128 -2.4523 0.0783
Al1 -6.1861 -1.0897 0.4861
F3 -5.5679 -0.4125 1.9256
F4 -7.7865 -1.5958 0.7299
F5 -6.1174 0.0679 -0.7525
C24 1.0337 -6.2595 4.4410
Cl4 0.5375 -7.7653 3.6446
Cl5 -0.3660 -5.2329 4.8160
Cl6 1.8321 -6.5681 5.9426
Cl7 2.1127 -5.3625 3.3699
Mg1 6.1068 4.2763 -5.0475
F6 -0.1252 0.3902 -9.1226
Al2 -0.2727 2.0683 -8.9241
F7 1.1976 2.6872 -8.2344
F8 -1.5402 2.4126 -7.8333
F9 -0.5610 2.8242 -10.4098
F10 0.1675 -1.6981 6.8642
Al3 1.3520 -2.6627 7.6405
F11 2.3931 -1.6918 8.5641
F12 2.2607 -3.5034 6.4363
F13 0.5675 -3.7909 8.6399
Be1 -2.0141 5.8654 -2.5575
Cl8 7.6220 3.3960 -2.8635

Calculated values
2S+1: 1
Electronic energy: -210317.4284 eV
LUMO energy: -10.13 eV
Net charge: +1

Here are the Löwdin charges for atoms 1 to 5, given in e: number 1, C, carries -0.01; number 2, C, carries -0.32; number 3, F, carries 0.05; number 4, C, carries -0.43; number 5, O, carries 0.09

***

A molecular structure, C24H28AlBFN4O5, computed with wB97M-V/def2-TZVPD.

Cartesian coordinates (Å):
Al1 0.4807 -0.6496 0.9085
N1 -1.2668 -1.7342 1.9965
C1 -0.8840 -2.1724 3.3388
C2 0.1450 -1.1878 3.8545
N2 1.2283 -1.0614 2.8510
C3 2.1898 -2.1810 2.9131
C4 3.0685 -2.1312 1.6835
N3 2.1706 -2.0703 0.5292
H1 -1.8679 -0.9158 2.0432
H2 -1.7639 -2.4569 1.4891
H3 -0.4543 -3.1718 3.2610
H4 -1.7189 -2.2364 4.0394
H5 0.5429 -1.5048 4.8207
H6 -0.3103 -0.2051 3.9694
H7 1.7376 -0.2045 3.0586
H8 1.6212 -3.1122 2.9092
H9 2.7722 -2.1507 3.8358
H10 3.7518 -2.9814 1.6653
H11 3.6692 -1.2194 1.6892
H12 1.8000 -2.9795 0.2656
H13 2.6294 -1.6909 -0.2903
C5 1.4833 6.5285 -0.8691
C6 2.1458 6.0837 0.4271
C7 3.5648 6.5978 0.6060
C8 4.4834 6.0269 -0.4632
C9 4.3674 4.5267 -0.5228
C10 5.3857 3.7615 -1.0383
C11 5.2772 2.3719 -1.0791
F1 6.2961 1.6739 -1.5934
C12 4.1815 1.7152 -0.6052
C13 3.1284 2.4681 -0.0652
C14 1.9552 1.7949 0.4586
O1 1.9065 0.5171 0.4076
C15 0.9415 2.6033 0.9996
C16 1.0926 3.9726 0.9793
N4 2.1565 4.5976 0.4952
C17 3.2159 3.8685 -0.0350
C18 -0.3209 2.0658 1.6141
O2 -1.1268 2.8271 2.1008
O3 -0.4501 0.7698 1.5974
H14 1.4778 7.6169 -0.9268
H15 0.4515 6.1801 -0.9144
H16 2.0087 6.1390 -1.7416
H17 1.5411 6.4086 1.2736
H18 3.9260 6.3136 1.5972
H19 3.5513 7.6864 0.5644
H20 5.5189 6.3008 -0.2625
H21 4.2369 6.4497 -1.4404
H22 6.2882 4.2276 -1.4133
H23 4.1164 0.6387 -0.6446
H24 0.2945 4.5860 1.3800
O4 -1.3160 -0.9852 -1.7375
B1 -0.3640 -1.4891 -0.8494
O5 -0.0728 -2.8283 -1.2051
C19 -0.8567 -3.1150 -2.3065
C20 -0.9400 -4.2854 -3.0244
C21 -1.8278 -4.2904 -4.0993
C22 -2.5840 -3.1662 -4.4197
C23 -2.4866 -1.9884 -3.6814
C24 -1.6064 -1.9973 -2.6230
H25 -0.3478 -5.1529 -2.7677
H26 -1.9300 -5.1864 -4.6963
H27 -3.2627 -3.2071 -5.2608
H28 -3.0692 -1.1102 -3.9223

Calculated values
2S+1: 1
Electronic energy: -51534.7058 eV
LUMO energy: -3.01 eV
Net charge: +1

Here are the Löwdin charges for atoms 1 to 5, given in e: number 1, Al, carries 0.23; number 2, N, carries 0.04; number 3, C, carries -0.20; number 4, C, carries -0.15; number 5, N, carries -0.05

***

5 unconnected molecules or ions with the total composition C24H28BrF32N2O4, computed with wB97M-V/def2-TZVPD.

Cartesian coordinates (Å):
N1 0.9321 1.1662 0.7940
C1 -0.4443 0.8573 0.5455
N2 -0.5325 -0.1375 -0.5993
C2 0.2151 0.2325 -1.8530
C3 0.6867 -1.0079 -2.5907
C4 1.8982 -1.6525 -1.9269
Br1 3.5666 -0.9383 -2.5944
H1 1.0098 2.0410 1.2931
H2 1.3602 0.4196 1.3314
H3 -0.9860 0.3877 1.3730
H4 -0.9865 1.7440 0.2316
H5 -0.2113 -1.0469 -0.2614
H6 -1.5244 -0.2485 -0.8368
H7 -0.4567 0.8469 -2.4527
H8 1.0568 0.8470 -1.5316
H9 -0.1205 -1.7476 -2.6718
H10 0.9282 -0.7099 -3.6121
H11 1.9354 -1.4586 -0.8516
H12 1.9380 -2.7283 -2.0768
C5 -5.0555 -2.3556 -3.5095
C6 -6.4031 -2.1834 -4.2224
C7 -6.4647 -1.1300 -5.3365
F1 -6.1645 0.0866 -4.8259
F2 -7.7092 -1.0896 -5.8350
F3 -7.3758 -1.9647 -3.3250
F4 -6.6415 -3.3752 -4.8417
O1 -4.9454 -1.6653 -2.2654
C8 -4.4332 -0.4328 -2.1484
C9 -5.4030 0.5556 -1.4710
F5 -6.5336 0.6420 -2.1786
F6 -4.8222 1.7791 -1.4446
F7 -3.9231 0.0556 -3.2805
F8 -3.3436 -0.5248 -1.2620
H13 -5.0034 -3.4093 -3.2427
H14 -4.2275 -2.1210 -4.1781
H15 -5.7589 -1.3676 -6.1361
H16 -5.6152 0.2245 -0.4534
C10 -1.8204 6.4435 -1.3383
C11 -1.7275 5.1168 -0.5773
C12 -2.9825 4.2371 -0.5136
F9 -3.9697 4.8521 0.1438
F10 -2.6658 3.0977 0.1707
F11 -1.2252 5.2891 0.6548
F12 -0.8224 4.3445 -1.2861
O2 -2.0290 7.5789 -0.5309
C13 -3.2830 8.0783 -0.2996
C14 -3.5620 8.2002 1.2080
F13 -3.4478 6.9865 1.7873
F14 -4.8220 8.6396 1.3805
F15 -4.2315 7.3487 -0.9079
F16 -3.3403 9.3242 -0.8146
H17 -0.8338 6.5815 -1.7801
H18 -2.5501 6.3666 -2.1450
H19 -3.3154 3.9569 -1.5153
H20 -2.8577 8.8958 1.6663
C15 1.8007 -2.2837 5.8040
C16 1.9126 -2.4628 4.2861
C17 1.6012 -1.2484 3.4043
F17 0.3164 -0.8567 3.5288
F18 1.7694 -1.6077 2.0939
F19 1.1807 -3.5070 3.8652
F20 3.2288 -2.7262 4.0305
O3 0.5783 -2.7060 6.3681
C18 -0.4559 -1.8419 6.5820
C19 -1.7545 -2.3521 5.9336
F21 -1.5720 -2.4976 4.6012
F22 -2.7249 -1.4381 6.1267
F23 -0.1688 -0.5970 6.1581
F24 -0.6848 -1.7694 7.9094
H21 2.5560 -2.9526 6.2157
H22 2.0566 -1.2627 6.0887
H23 2.2609 -0.4058 3.6207
H24 -2.0466 -3.3071 6.3716
C20 6.6218 -1.9530 -0.8165
C21 8.1161 -1.7987 -0.5153
C22 9.1008 -2.5328 -1.4350
F25 8.9051 -3.8636 -1.3561
F26 10.3567 -2.2623 -1.0323
F27 8.3717 -2.1007 0.7686
F28 8.3851 -0.4687 -0.7046
O4 5.9192 -2.9114 -0.0455
C23 5.6998 -4.1813 -0.4845
C24 6.2038 -5.2310 0.5211
F29 7.5264 -5.0899 0.7076
F30 5.9667 -6.4593 0.0168
F31 6.2015 -4.3971 -1.7074
F32 4.3495 -4.3563 -0.5761
H25 6.1825 -0.9981 -0.5300
H26 6.4540 -2.0893 -1.8850
H27 8.9781 -2.2082 -2.4712
H28 5.6814 -5.1174 1.4725

Calculated values
2S+1: 1
Electronic energy: -193509.0083 eV
LUMO energy: -2.51 eV
Net charge: +1

Here are the Löwdin charges for atoms 1 to 5, given in e: number 1, N, carries 0.07; number 2, C, carries -0.18; number 3, N, carries 0.07; number 4, C, carries -0.14; number 5, C, carries -0.26

***

no.,frontier orbital gap (Eh)
1,0.0435
2,0.2792
3,0.3930